[1]
Below is a molecular structure, C16H16N7O4RhS2 in a non-equilibrium geometry, with properties calculated with ωB97M-V/def2-TZVPD.

Properties
Multiplicity ... 1
HOMO level (alpha / beta) ... -14.635 / -14.728 eV
Gap between HOMO and LUMO (alpha / beta) ... 5.1 / 5.4 eV
Charge ... +2
LUMO (alpha / beta) ... -9.54 / -9.32 eV

Positions of all 46 atoms, in Å:
1 Rh 0.3610 0.0601 0.8274
2 C 1.1419 -4.5194 3.9467
3 C 0.3587 -3.2839 4.0798
4 N -0.5027 -3.0186 5.0128
5 N -1.0040 -1.8106 4.7671
6 C -0.4742 -1.2715 3.6585
7 S -0.7506 0.2476 2.9650
8 N 0.4120 -2.2122 3.2034
9 N 1.1830 -2.0335 2.0626
10 H 0.9134 -5.1659 4.7911
11 H 2.2143 -4.3206 3.9313
12 H 0.8862 -5.0431 3.0241
13 H -1.7135 -1.4191 5.3772
14 H 1.1142 -2.8480 1.4484
15 H 2.1641 -1.8862 2.3142
16 N 2.8673 -0.5407 -5.6576
17 C 3.4210 -0.1184 -4.5202
18 O 4.4732 0.4730 -4.4577
19 C 2.6594 -0.4118 -3.2226
20 C 3.2007 0.1043 -2.0471
21 C 2.5734 -0.1535 -0.8437
22 N 1.4685 -0.8993 -0.7657
23 C 0.9288 -1.3843 -1.8785
24 C 1.4976 -1.1664 -3.1280
25 H 3.3722 -0.3800 -6.5196
26 H 1.9918 -1.0278 -5.7224
27 H 4.1090 0.6833 -2.0817
28 H 2.9830 0.2287 0.0894
29 H 0.0281 -1.9795 -1.7758
30 H 1.0089 -1.6007 -3.9832
31 O -2.8210 0.5931 1.7927
32 C -2.5005 1.0486 0.6986
33 N -1.5639 0.5063 -0.0944
34 S -0.8900 1.6913 -1.0705
35 O -0.6510 1.2472 -2.4002
36 O 0.3345 2.0044 -0.3042
37 C -2.1683 2.8988 -0.7993
38 C -2.3834 4.1517 -1.3205
39 C -3.4839 4.8656 -0.8481
40 C -4.3289 4.3238 0.1092
41 C -4.0992 3.0577 0.6356
42 C -2.9954 2.3537 0.1794
43 H -1.7343 4.5640 -2.0751
44 H -3.6759 5.8529 -1.2397
45 H -5.1746 4.8997 0.4543
46 H -4.7505 2.6390 1.3874

[2]
Below is a single C3H5N3 molecule in a non-equilibrium geometry, with properties calculated with ωB97M-V/def2-TZVPD.

Properties
Multiplicity ... 1
HOMO level ... -7.897 eV
Gap between HOMO and LUMO ... 8.6 eV
Structure (SMILES) ... Nc1c[nH]cn1
Charge ... 0
LUMO ... 0.68 eV

Positions of all 11 atoms, in Å:
1 N -1.2872 -0.8241 1.4393
2 C -0.6175 -0.1104 0.4396
3 C -0.3393 -0.1248 -0.9066
4 N 0.6569 0.8192 -1.2888
5 C 1.2758 0.9023 -0.0831
6 N 0.3995 0.6135 0.9507
7 H -1.7692 -1.8041 1.1399
8 H -0.6363 -0.9867 2.2708
9 H -0.9877 -0.5979 -1.6099
10 H 1.1846 0.6284 -2.3844
11 H 2.1205 1.4847 0.0325

[3]
Below is a molecular structure, CH9NO5 in a non-equilibrium geometry, with properties calculated with ωB97M-V/def2-TZVPD.

Properties
Multiplicity ... 1
HOMO level ... -10.670 eV
Gap between HOMO and LUMO ... 11.1 eV
Charge ... 0
LUMO ... 0.43 eV

Positions of all 16 atoms, in Å:
1 N -0.5902 0.8199 -1.6930
2 C -1.7077 1.0531 -1.0052
3 O -1.6427 0.5459 0.2750
4 O -2.6959 1.6199 -1.3961
5 H 0.1091 0.1914 -1.3222
6 H -0.6271 1.1358 -2.6418
7 H -2.5740 0.6538 0.5566
8 H 0.8079 -1.9262 2.3782
9 H 1.1427 -0.5133 1.8673
10 O 1.3725 -1.4491 1.7755
11 H -0.0548 0.8696 1.3115
12 H 1.3756 1.0640 0.8269
13 O 0.8744 0.7033 1.5561
14 H 1.7682 -2.0675 -1.3390
15 H 1.1887 -1.3868 -0.0941
16 O 1.2536 -1.3139 -1.0556

[4]
Below is a molecular structure, C35H22N8OSc, with properties calculated with ωB97M-V/def2-TZVPD.

Properties
Multiplicity ... 1
HOMO level (alpha / beta) ... -9.188 / -9.246 eV
Gap between HOMO and LUMO (alpha / beta) ... 4.9 / 5.0 eV
Charge ... +1
LUMO (alpha / beta) ... -4.31 / -4.26 eV

Positions of all 67 atoms, in Å:
1 Sc -0.2738 0.1812 0.2535
2 C 6.1054 -0.6875 1.6825
3 C 6.3077 -0.0615 0.4474
4 C 5.2452 0.2342 -0.3900
5 C 3.9718 -0.1080 0.0416
6 C 2.6582 0.0476 -0.5704
7 N 1.7260 -0.4853 0.2770
8 C 2.3360 -0.9546 1.4110
9 N 1.7526 -1.5156 2.4545
10 C 0.4538 -1.7009 2.6119
11 C -0.1534 -2.4628 3.6889
12 C 0.3870 -3.1357 4.7753
13 C -0.4881 -3.7990 5.6182
14 C -1.8676 -3.8011 5.3810
15 C -2.4098 -3.1385 4.2933
16 C -1.5361 -2.4652 3.4525
17 C -1.7525 -1.7006 2.2359
18 N -2.9375 -1.5506 1.6491
19 C -3.1416 -0.9800 0.4808
20 N -2.2275 -0.3451 -0.3184
21 C -2.8174 -0.0244 -1.5235
22 N -2.2454 0.4956 -2.5825
23 C -0.9399 0.7154 -2.7258
24 N 0.0386 0.4251 -1.8197
25 C 1.2622 0.7590 -2.3339
26 N 2.4438 0.6190 -1.7425
27 C 1.0637 1.3095 -3.6614
28 C 1.9517 1.7922 -4.6145
29 C 1.4238 2.2475 -5.8093
30 C 0.0446 2.2161 -6.0550
31 C -0.8431 1.7298 -5.1129
32 C -0.3186 1.2777 -3.9081
33 C -4.2237 -0.4090 -1.4617
34 C -5.2521 -0.3074 -2.3837
35 C -6.4915 -0.8089 -2.0167
36 C -6.6938 -1.4019 -0.7676
37 C -5.6619 -1.5119 0.1519
38 C -4.4266 -1.0031 -0.2125
39 N -0.5512 -1.2441 1.7890
40 C 3.7692 -0.7368 1.2777
41 C 4.8363 -1.0348 2.1136
42 H 6.9602 -0.9066 2.3082
43 H 7.3156 0.1891 0.1450
44 H 5.3943 0.7086 -1.3506
45 H 1.4545 -3.1393 4.9490
46 H -0.1028 -4.3321 6.4770
47 H -2.5166 -4.3358 6.0612
48 H -3.4731 -3.1424 4.0961
49 H 3.0162 1.8010 -4.4226
50 H 2.0845 2.6316 -6.5748
51 H -0.3267 2.5758 -7.0052
52 H -1.9082 1.6951 -5.2977
53 H -5.0868 0.1446 -3.3521
54 H -7.3200 -0.7463 -2.7094
55 H -7.6743 -1.7847 -0.5187
56 H -5.8074 -1.9778 1.1168
57 H 4.6735 -1.5245 3.0640
58 C 1.7236 3.5846 1.8986
59 C 0.9019 3.0814 0.7695
60 C 1.0278 3.7457 -0.5550
61 O 0.1357 2.1237 0.9297
62 H 2.6748 3.9764 1.5424
63 H 1.8691 2.8195 2.6579
64 H 1.1827 4.4203 2.3554
65 H 1.0792 4.8283 -0.4399
66 H 0.2193 3.4632 -1.2263
67 H 1.9789 3.4250 -0.9953

It is found that the molecular weight values, taken in the order of the records, are 537.389; 83.094; 115.085; 615.572 g/mol.
It is found that the relative energy (zero: lowest compared OMol25 entry of this formula, charge and spin) values, taken in the order of the records, are 338.2; 258.5; 52.6; 0.0 kJ/mol.